Record 1
Computed, not measured: a molecular structure, C30H34BBiF6N10S5SbSe, with ωB97M-V/def2-TZVPD.

Structure (XYZ):
```
89
Properties=species:S:1:pos:R:3:forces:R:3:lowdin_charge:R:1
Bi 0.74222 -0.19804 -1.31212 0.43 -0.01 -0.19 1.623
C 2.72234 -3.44416 1.03403 -0.06 -0.02 0.02 -0.018
C 1.63930 -2.72620 0.55757 -0.14 -0.03 0.02 -0.164
N 2.05666 -1.66698 -0.13737 0.32 -0.03 -0.01 -0.158
N 3.42126 -1.68555 -0.11932 0.03 0.05 0.00 0.046
C 3.83069 -2.75015 0.58477 -0.01 -0.06 0.02 -0.027
B 4.22109 -0.55763 -0.83890 -0.09 -0.03 0.00 -0.618
N 3.90213 -0.63842 -2.36168 -0.15 0.04 0.17 0.023
C 4.71129 -0.77229 -3.42738 0.04 -0.02 0.02 -0.036
C 3.95039 -0.67367 -4.57352 -0.02 -0.01 -0.04 -0.017
C 2.64821 -0.47650 -4.12012 -0.03 -0.03 0.03 -0.158
N 2.62939 -0.47155 -2.78743 0.11 0.06 -0.07 -0.143
N 3.67583 0.81998 -0.30183 -0.10 -0.03 -0.11 0.038
C 4.34179 1.84309 0.25810 0.01 -0.05 0.01 -0.035
C 3.48960 2.92205 0.39025 0.00 0.02 0.05 -0.013
C 2.27579 2.47504 -0.11401 -0.06 0.01 0.05 -0.143
N 2.39349 1.20983 -0.51528 0.06 0.00 -0.08 -0.156
N 5.71559 -0.61413 -0.63740 -0.10 -0.01 -0.07 -0.017
C 6.61197 0.26353 -1.17290 -0.04 -0.04 0.06 -0.120
C 7.86719 -0.16776 -0.85063 0.09 -0.10 0.07 -0.046
C 7.64672 -1.34743 -0.10763 0.06 0.00 -0.01 -0.130
N 6.36235 -1.61607 0.01431 0.15 0.27 -0.12 0.066
H 2.71009 -4.34014 1.62918 0.00 0.02 -0.02 0.108
H 0.58374 -2.91071 0.67736 0.01 0.01 -0.02 0.081
H 4.88616 -2.92190 0.71500 -0.10 0.01 -0.01 0.105
H 5.76974 -0.93014 -3.30422 -0.02 0.01 0.01 0.129
H 4.28992 -0.73183 -5.59263 0.00 0.00 0.02 0.109
H 1.73733 -0.32983 -4.68321 0.03 -0.01 0.03 0.100
H 5.37721 1.74078 0.53373 0.00 -0.01 -0.02 0.130
H 3.71619 3.88952 0.80244 0.00 -0.02 -0.02 0.111
H 1.33163 2.99089 -0.20243 0.01 -0.02 0.01 0.111
H 6.29117 1.12243 -1.74111 -0.02 -0.02 0.01 0.133
H 8.80620 0.29149 -1.10670 -0.02 -0.01 0.00 0.101
H 8.37381 -2.00787 0.33886 -0.01 0.02 -0.01 0.109
S -4.40768 -4.17736 -5.49282 -0.15 -0.05 -0.13 0.738
C -3.28301 -3.66094 -4.48209 0.09 0.03 0.08 -1.456
S -3.65399 -3.03068 -2.88584 -0.05 -0.01 -0.01 0.958
C -2.05710 -2.72480 -2.34616 0.14 0.00 -0.21 -1.125
C -0.97930 -3.05092 -3.36041 -0.28 0.09 0.15 -1.137
S 0.60428 -2.86255 -3.09806 0.11 0.01 0.05 0.747
S -1.57329 -3.66310 -4.85502 -0.02 -0.03 -0.03 0.963
S -1.78074 -2.13906 -0.85699 0.01 -0.04 0.07 0.720
F -1.44189 0.45805 -2.80097 -0.16 -0.08 0.31 -0.477
Sb -0.96859 1.91860 -3.97316 -0.03 0.33 -0.11 1.360
F 0.77000 1.69032 -3.15880 0.16 -0.20 0.14 -0.436
F -1.24441 3.15376 -2.57786 -0.09 0.01 0.20 -0.342
F -0.32078 3.22594 -5.12661 -0.03 0.05 -0.02 -0.321
F -2.76916 2.05673 -4.43616 -0.08 -0.07 -0.22 -0.331
F -0.53940 0.57012 -5.21076 0.04 -0.12 -0.08 -0.345
C -0.55393 0.16273 5.18904 -0.05 0.01 0.04 -0.102
C -2.05668 0.01079 4.95854 0.10 -0.02 0.00 -0.244
C -2.45815 -1.37725 4.46659 0.01 0.03 -0.03 -0.178
C -1.96823 -1.71188 3.05995 -0.07 0.08 -0.05 -0.141
N -2.58300 -0.83966 2.05293 -0.01 -0.10 0.14 -0.027
C -1.99084 0.14845 1.35301 -0.03 -0.18 -0.13 -0.655
Se -0.14404 0.49208 1.35486 -0.08 0.17 0.17 0.701
N -2.92007 0.75141 0.59509 -0.14 0.17 -0.03 0.001
C -2.77187 1.97301 -0.20908 -0.05 -0.07 0.05 -0.147
C -3.44476 3.17125 0.45376 0.03 -0.07 0.00 -0.167
C -2.80000 3.60859 1.76619 0.06 0.02 -0.04 -0.240
C -1.38430 4.15705 1.59220 -0.01 0.01 0.00 -0.103
C -4.14500 0.11478 0.78700 0.14 0.16 -0.14 -0.154
C -5.38236 0.31062 0.18582 -0.04 0.01 -0.02 0.012
C -6.39683 -0.54589 0.56672 0.01 -0.02 0.02 -0.057
C -6.18331 -1.56444 1.50898 0.01 0.03 -0.02 -0.058
C -4.94841 -1.75873 2.09741 -0.03 -0.01 -0.01 0.006
C -3.93223 -0.89112 1.71248 0.13 -0.10 0.14 -0.164
H -0.33602 1.08860 5.72193 0.00 0.00 -0.03 0.077
H 0.00716 0.18728 4.25448 0.00 -0.03 0.00 0.014
H -0.16938 -0.66351 5.79237 -0.02 0.03 0.01 0.080
H -2.40985 0.76996 4.25162 0.00 0.01 0.02 0.096
H -2.58468 0.20182 5.89429 -0.02 0.00 -0.01 0.112
H -3.54504 -1.47830 4.49542 0.00 -0.01 0.03 0.103
H -2.05212 -2.13449 5.14259 -0.01 -0.01 -0.01 0.124
H -2.22402 -2.73986 2.79737 0.01 -0.01 -0.02 0.130
H -0.88980 -1.59523 2.97505 0.02 0.01 -0.03 0.079
H -3.20613 1.77282 -1.18738 0.04 -0.02 -0.03 0.121
H -1.71034 2.14970 -0.34616 0.06 -0.02 -0.03 0.068
H -4.50176 2.94574 0.61522 0.00 0.03 -0.01 0.107
H -3.39983 3.99068 -0.26800 -0.02 0.00 0.00 0.127
H -2.79446 2.77188 2.47487 0.00 0.02 0.02 0.095
H -3.43176 4.37721 2.21419 -0.02 -0.01 0.00 0.112
H -0.66235 3.35868 1.41107 -0.02 0.02 -0.03 0.006
H -1.05915 4.68976 2.48642 0.00 -0.02 -0.01 0.077
H -1.34015 4.85545 0.75216 -0.01 0.00 0.04 0.083
H -5.54255 1.08587 -0.55127 -0.01 -0.01 0.02 0.122
H -7.37763 -0.43260 0.12519 0.00 0.00 0.01 0.113
H -7.00462 -2.21501 1.77727 0.00 0.01 -0.01 0.113
H -4.78495 -2.55201 2.81375 -0.01 0.01 -0.01 0.117
```
Forces are in eV/Å.

Summary:
HOMO-LUMO gap	5.82	eV
net charge	+1
DFT total energy	-7182.52934	Ha
HOMO energy	-0.4093	hartree

Record 2
Computed, not measured: a molecular structure, C30H34CeNO8S2 in a non-equilibrium geometry, with ωB97M-V/def2-TZVPD.

Structure (XYZ):
```
76
Properties=species:S:1:pos:R:3:forces:R:3:mulliken_spin:R:1
Ce -0.37628 -0.97044 -0.76550 -1.35 -0.70 0.81 0.968
O -1.15098 0.98357 0.43728 -0.35 0.86 1.12 -0.003
S -1.44268 0.60162 1.81089 -0.55 0.41 -0.53 0.008
C -0.13902 0.88993 2.99546 0.15 0.01 -0.11 0.000
C 1.27117 0.98201 2.40865 0.03 0.01 0.04 0.000
C 1.55765 2.27544 1.62768 0.04 -0.02 0.03 0.000
C 2.78002 2.17118 0.70282 -0.07 -0.03 0.16 0.000
S 2.33257 1.50021 -0.92150 -0.48 -0.14 0.57 0.001
O 1.32289 0.42250 -0.46188 1.40 1.36 -0.26 -0.004
C 1.29680 2.84517 -1.47922 -0.06 0.02 -0.15 -0.001
C 1.85159 4.11630 -1.55803 -0.03 0.02 -0.05 0.000
C 1.06236 5.17541 -1.98462 0.01 -0.01 0.01 0.000
C -0.26298 4.95832 -2.33424 -0.02 -0.01 -0.01 0.000
C -0.79614 3.67571 -2.28758 -0.01 0.11 -0.05 -0.001
C -0.01570 2.61031 -1.87260 0.21 0.10 0.01 -0.004
C -2.80713 1.49264 2.34227 -0.35 0.01 0.22 0.000
C -3.43241 1.11147 3.53213 -0.02 0.09 -0.07 0.000
C -4.50695 1.86312 3.96541 -0.06 0.05 0.02 0.000
C -4.92419 2.96706 3.22581 -0.02 0.02 0.02 0.000
C -4.28153 3.33050 2.04830 -0.05 0.05 0.01 0.000
C -3.20524 2.59232 1.58623 -0.09 -0.02 0.13 0.000
H -0.25116 0.05438 3.69074 0.06 0.06 0.03 0.000
H -0.47352 1.81574 3.47159 0.13 -0.03 0.06 0.000
H 1.45337 0.10764 1.79399 0.02 -0.03 0.03 0.003
H 1.94751 0.90242 3.26272 0.01 0.06 0.01 0.000
H 1.71985 3.09172 2.33320 0.05 0.02 -0.01 0.000
H 0.69827 2.56236 1.01948 -0.05 0.01 0.02 0.000
H 3.54448 1.49142 1.08825 -0.02 0.04 0.01 0.000
H 3.25113 3.13678 0.52131 0.01 -0.04 0.04 0.000
H 2.89182 4.29267 -1.30710 -0.06 0.00 -0.01 0.000
H 1.48821 6.16830 -2.04866 -0.01 -0.03 0.00 0.000
H -0.87592 5.78622 -2.66768 0.03 -0.03 0.01 0.000
H -1.81927 3.50412 -2.59976 0.04 0.01 0.00 0.000
H -0.42897 1.61326 -1.90382 0.08 0.04 0.02 0.012
H -3.10110 0.24795 4.09735 0.00 0.02 -0.05 0.000
H -5.01972 1.59056 4.87844 0.00 0.02 -0.04 0.000
H -5.76367 3.55392 3.57637 0.02 -0.02 -0.01 0.000
H -4.61764 4.19324 1.48848 -0.01 -0.03 0.03 0.000
H -2.68953 2.85997 0.67343 0.00 -0.04 0.03 0.000
C -3.05083 -0.44568 -2.79969 -0.03 -0.06 0.08 0.005
O -2.73117 -0.87131 -1.45545 -0.60 -0.39 -0.29 0.000
C -3.31893 -2.15683 -1.12774 0.04 0.11 -0.05 0.002
C -2.46198 -3.31419 -1.57082 0.01 0.01 0.03 0.000
O -1.24835 -3.31655 -0.80493 -0.27 -0.40 -0.22 0.000
C -0.47953 -4.50479 -1.08364 -0.10 0.09 0.00 0.001
H -4.13064 -0.37177 -2.90257 -0.08 0.06 0.00 0.000
H -2.64589 -1.14176 -3.53022 0.04 -0.02 -0.05 0.000
H -2.59607 0.52851 -2.95216 0.03 0.05 0.03 -0.001
H -4.30252 -2.23446 -1.58759 -0.08 0.06 -0.01 0.000
H -3.43218 -2.18229 -0.04568 -0.04 0.07 0.09 -0.001
H -2.21995 -3.25270 -2.63424 0.03 -0.03 -0.08 0.000
H -3.00647 -4.24258 -1.38911 -0.03 -0.05 0.01 0.000
H -1.09346 -5.38061 -0.88006 -0.01 -0.05 0.00 0.000
H 0.38398 -4.50368 -0.43165 0.05 0.02 0.06 0.000
H -0.16030 -4.50099 -2.12537 0.02 -0.01 -0.05 0.000
O 1.45680 0.24976 -3.26669 0.03 -0.03 -0.43 0.000
C 1.15439 -0.85843 -2.87451 0.54 -0.45 -0.93 0.009
O -0.05465 -1.35480 -2.84900 0.76 -0.20 -1.74 -0.007
C 2.20532 -1.67774 -2.12616 -0.04 -0.07 0.01 -0.002
C 3.55171 -1.65284 -2.51322 -0.04 0.07 -0.17 0.000
C 4.46562 -2.25049 -1.69643 0.17 -0.03 0.00 0.001
C 4.05564 -2.82027 -0.47224 0.18 -0.05 0.00 -0.003
C 4.96828 -3.41854 0.43414 0.02 0.04 -0.08 0.001
C 4.52839 -3.91752 1.62241 -0.11 -0.02 0.09 0.000
C 3.15675 -3.82848 1.96866 0.16 -0.04 0.06 0.003
C 2.25608 -3.26598 1.11325 -0.04 0.05 -0.11 0.004
C 2.68798 -2.76520 -0.13966 -0.19 -0.02 0.01 -0.005
N 1.77470 -2.22087 -0.99971 0.68 -0.32 -0.31 0.011
H 3.83082 -1.16388 -3.43674 -0.02 -0.02 0.03 0.000
H 5.51588 -2.27134 -1.96645 -0.04 -0.02 0.02 0.000
H 6.01754 -3.47006 0.16607 -0.06 0.00 0.00 0.000
H 5.22458 -4.38109 2.30856 -0.03 0.01 0.00 0.000
H 2.82451 -4.21466 2.92444 0.02 0.00 -0.04 0.000
H 1.20888 -3.19503 1.37992 -0.07 -0.01 0.00 0.000
O -0.51508 -1.31707 1.48613 -0.49 -0.76 1.81 -0.002
O -1.90783 -0.88082 1.87206 0.91 0.18 0.13 0.006
```
Forces are in eV/Å.

Summary:
HOMO-LUMO gap (alpha / beta)	7.96 / 8.35	eV
multiplicity	2
net charge	+2
DFT total energy	-3091.20665	Ha
HOMO energy (alpha / beta)	-0.4911 / -0.5056	hartree

Record 3
Computed, not measured: a molecular structure, C30H34FeNO4Si in a non-equilibrium geometry, with ωB97M-V/def2-TZVPD.

Structure (XYZ):
```
71
Properties=species:S:1:pos:R:3:forces:R:3:mulliken_spin:R:1
C 1.26265 0.56811 -5.77267 -0.04 -0.05 -0.09 0.000
Si 0.01796 1.17581 -4.52465 0.31 0.37 0.00 0.001
C 0.80140 2.44836 -3.41062 0.03 0.19 0.07 0.000
C -1.49742 1.84462 -5.36664 -0.10 0.03 -0.16 0.001
O -0.45553 -0.17503 -3.64896 -0.39 -1.02 0.61 0.028
C -0.54685 -0.41912 -2.25782 0.82 0.80 -0.55 0.037
C 0.86024 -0.61591 -1.66088 -0.36 -0.56 0.41 0.011
C 1.96401 -0.89537 -2.47230 0.09 0.53 0.23 0.012
C 3.24194 -0.92740 -1.89862 -0.26 -0.25 0.04 -0.003
C 3.39005 -0.87844 -0.51092 -0.06 0.11 -0.10 0.008
C 2.25847 -0.81909 0.30966 -0.27 -0.14 -0.14 0.009
C 0.98804 -0.71722 -0.26501 0.52 0.12 -0.32 -0.009
C -1.42690 0.68447 -1.64116 0.46 0.41 0.02 0.024
C -0.96868 1.56563 -0.65518 -0.47 0.04 0.09 0.003
C -1.79357 2.60560 -0.20299 0.06 -0.10 -0.21 0.000
C -3.03494 2.84216 -0.79673 0.05 -0.22 -0.05 0.002
C -3.46745 2.00795 -1.83461 0.17 -0.23 -0.02 0.009
C -2.66609 0.93678 -2.24516 -0.29 0.19 0.40 0.018
C -1.20483 -1.80956 -2.05890 0.93 -0.83 -0.25 0.007
C -0.56156 -2.97503 -2.85660 0.01 0.45 -0.28 0.024
C -1.74090 -3.91817 -3.13596 0.26 -0.36 0.33 0.003
C -3.00053 -3.04989 -3.04535 0.28 -0.35 -0.74 -0.013
N -2.56639 -1.85001 -2.38195 -1.13 -1.18 0.59 0.717
H 1.56786 1.40112 -6.42349 -0.07 -0.25 0.11 0.000
H 2.16500 0.17042 -5.28983 -0.18 0.14 -0.15 0.000
H 0.82793 -0.22063 -6.40175 0.15 0.16 0.06 0.000
H 1.37807 3.14539 -4.04046 -0.15 -0.15 0.23 0.000
H 0.04634 3.02893 -2.86302 0.21 -0.09 -0.11 0.000
H 1.49270 1.99898 -2.68303 -0.14 0.14 -0.20 0.000
H -1.23375 2.75729 -5.92210 -0.14 -0.23 0.09 0.000
H -1.88988 1.10699 -6.08072 0.04 0.21 0.09 0.000
H -2.29491 2.09302 -4.65446 0.23 0.01 -0.17 0.000
H 1.83384 -1.08458 -3.54022 0.07 0.45 0.36 0.001
H 4.10910 -1.00548 -2.55668 -0.20 -0.14 0.30 0.000
H 4.38541 -0.92269 -0.06583 -0.31 0.04 -0.13 0.000
H 2.35080 -0.85338 1.39562 0.04 -0.08 -0.35 -0.004
H 0.08394 -0.72253 0.34988 0.40 0.22 0.02 -0.004
H 0.03183 1.45996 -0.23988 -0.34 0.04 -0.08 -0.002
H -1.44061 3.23958 0.61107 -0.11 -0.09 -0.29 0.000
H -3.66567 3.66758 -0.45800 0.24 -0.29 -0.11 0.000
H -4.42555 2.17510 -2.33448 0.33 0.02 0.24 0.001
H -3.01195 0.27986 -3.05058 0.14 0.51 0.06 -0.001
H -1.11072 -2.04799 -0.98187 -0.21 0.31 -0.05 0.070
H -0.13569 -2.58752 -3.79697 -0.17 -0.07 0.43 -0.007
H 0.24485 -3.44255 -2.27371 -0.35 0.16 -0.26 -0.004
H -1.65342 -4.41573 -4.10276 -0.06 0.03 0.18 -0.001
H -1.77819 -4.68125 -2.35116 -0.09 0.01 -0.22 0.004
H -3.37811 -2.79432 -4.04642 -0.05 0.14 0.09 0.057
H -3.82743 -3.53646 -2.51410 0.03 0.35 0.05 0.039
H -3.24710 -1.34645 -1.82467 0.08 0.45 -0.07 -0.040
O 1.15018 1.23913 9.51789 -0.23 -0.75 -2.11 -0.022
C 0.99515 0.92058 8.41162 0.27 0.89 4.28 0.003
Fe 0.72726 0.71258 6.69613 -1.90 0.14 0.76 1.494
C -0.91116 1.42768 6.83979 -2.50 2.03 -0.16 0.050
O -1.84999 2.10393 6.94719 1.75 -1.53 -0.05 -0.010
C 1.44859 2.31711 6.48409 0.84 4.41 -0.57 0.005
O 1.72068 3.44563 6.49353 -0.24 -2.40 -0.09 -0.008
C 0.49757 0.14142 4.37936 -0.22 -0.16 -1.45 0.392
C 1.87661 0.12826 4.09191 -0.42 0.11 -0.79 0.198
C 2.84891 -0.07255 5.04287 0.85 0.03 0.25 0.251
C 2.55346 -0.19571 6.43626 2.25 -1.25 -0.06 0.325
C 1.60957 -1.13747 6.95944 0.89 0.37 0.39 -0.086
C 0.48154 -1.52996 6.26205 -0.78 -2.21 0.11 0.344
C -0.14988 -0.62899 5.37018 -0.59 0.67 -0.53 0.000
H -0.16710 0.72040 3.72349 0.32 -0.36 0.11 0.015
H 2.17612 0.38669 3.06791 -0.06 0.09 0.53 0.003
H 3.91089 -0.04303 4.74594 -0.59 0.32 0.19 0.027
H 3.32862 0.15443 7.13524 -0.18 -0.57 -0.42 0.005
H 1.81449 -1.54420 7.95892 -0.06 0.01 -0.46 0.010
H -0.09272 -2.39679 6.59942 0.11 0.44 0.18 0.017
H -1.24660 -0.64102 5.31035 0.48 -0.23 -0.06 -0.011
```
Forces are in eV/Å.

Summary:
HOMO-LUMO gap (alpha / beta)	5.12 / 3.97	eV
multiplicity	5
net charge	+1
DFT total energy	-3072.10430	Ha
HOMO energy (alpha / beta)	-0.2842 / -0.3946	hartree
relative energy (zero: lowest compared OMol25 entry of this formula, charge and spin)	11.6	kJ/mol

> Which value of DFT total energy does entry 3 give?

-3072.10430 Ha